This record from OMol25 describes a molecular structure, H3IN2 in a non-equilibrium geometry. The level of theory is ωB97M-V/def2-TZVPD.

- Kohn-Sham gap (eV) = 5.7
- F_max (hartree/bohr) = 0.0681
- HOMO (eV) = -8.079
- ΔE to the lowest compared entry with this formula, charge and spin (kcal per mole) = 21.82

Last column: Mulliken charge in e.
Geometry (Å):
N 0.230 0.161 -0.040  0.22
N 0.528 1.200 0.587  -0.30
I -1.029 -2.916 0.086  -0.56
H -0.103 -0.911 0.302  0.10
H -0.057 0.294 -1.059  0.26
H 0.431 2.173 0.125  0.29

---

This record from OMol25 describes 2 unconnected molecules or ions with the total composition H3INOP in a non-equilibrium geometry. The level of theory is ωB97M-V/def2-TZVPD.

- Kohn-Sham gap (spin up / spin down) (eV) = 6.1 / 6.4
- F_max (hartree/bohr) = 0.0475
- ⟨S²⟩ = 2.02
- multiplicity = 3
- HOMO (spin up / spin down) (eV) = -6.095 / -9.945
- ΔE to the lowest compared entry with this formula, charge and spin (kcal per mole) = 29.80

Last column: Mulliken charge in e.
Geometry (Å):
N 0.720 -0.360 0.778  -0.65
O -0.055 1.411 -0.799  -0.44
P -0.476 0.742 0.583  0.38
I -2.532 -0.547 -0.072  0.02
H 0.630 -1.130 1.418  0.33
H 1.352 -0.923 -0.479  0.05
H 0.361 0.807 -1.428  0.32

---

This record from OMol25 describes a molecular structure, H3INP in a non-equilibrium geometry. The level of theory is ωB97M-V/def2-TZVPD.

- Kohn-Sham gap (eV) = 8.6
- F_max (hartree/bohr) = 0.0731
- HOMO (eV) = -8.972
- ΔE to the lowest compared entry with this formula, charge and spin (kcal per mole) = 43.14

Last column: Mulliken charge in e.
Geometry (Å):
N 0.397 0.712 -0.045  -0.58
P -1.100 -0.175 -0.145  0.03
I 2.171 -0.241 -0.011  0.14
H 0.267 1.561 0.685  0.30
H -0.781 -0.712 -1.407  0.05
H -0.954 -1.145 0.923  0.05

---

This record from OMol25 describes a single H3IP2S molecule in a non-equilibrium geometry. The level of theory is ωB97M-V/def2-TZVPD.

- Kohn-Sham gap (spin up / spin down) (eV) = 6.0 / 5.9
- F_max (hartree/bohr) = 0.0518
- SMILES string = S[PH]#[PH]I
- HOMO (spin up / spin down) (eV) = -8.196 / -8.175
- ΔE to the lowest compared entry with this formula, charge and spin (kcal per mole) = 46.31

Last column: Mulliken charge in e.
Geometry (Å):
S -2.150 1.141 0.907  -0.24
P -0.875 0.176 -0.654  0.09
P 1.667 -0.236 -0.164  -0.04
I 3.675 -1.373 -1.353  -0.10
H -2.572 2.165 0.198  0.15
H -1.151 -0.781 0.214  0.06
H 1.406 -1.092 0.852  0.07

---

This record from OMol25 describes a molecular structure, H3ISi in a non-equilibrium geometry. The level of theory is ωB97M-V/def2-TZVPD.

- Kohn-Sham gap (eV) = 7.4
- F_max (hartree/bohr) = 0.0555
- HOMO (eV) = -9.040
- ΔE to the lowest compared entry with this formula, charge and spin (kcal per mole) = 56.36

Last column: Mulliken charge in e.
Geometry (Å):
Si 0.948 -0.233 -0.719  0.22
I 3.285 -1.564 -1.013  -0.19
H 1.485 0.876 -0.037  -0.03
H -3.247 0.511 0.878  0.15
H -2.470 0.409 0.890  -0.15

---

This record from OMol25 describes 2 unconnected molecules or ions with the total composition H3N2O2 in a non-equilibrium geometry. The level of theory is ωB97M-V/def2-TZVPD.

- total charge = -1
- Kohn-Sham gap (spin up / spin down) (eV) = 5.9 / 6.4
- F_max (hartree/bohr) = 0.0843
- ⟨S²⟩ = 2.01
- multiplicity = 3
- HOMO (spin up / spin down) (eV) = -1.526 / -2.133
- ΔE to the lowest compared entry with this formula, charge and spin (kcal per mole) = 8.93

Last column: Mulliken charge in e.
Geometry (Å):
N -0.826 -1.950 2.060  -0.53
N 0.407 -0.995 0.249  -0.44
O -0.740 1.616 -0.873  -0.68
O -0.539 -1.018 1.114  -0.12
H -0.381 0.718 -0.507  0.43
H -0.514 -3.011 1.806  0.05
H -0.070 2.296 -0.609  0.29